Run P
ORCA calculation (wB97M-V/def2-TZVPD) on 3 unconnected molecules or ions with the total composition C4H11NO2.

Calculated values
Spin multiplicity: 2
Lowest unoccupied orbital energy (alpha / beta): 3.91 / 3.90 eV
Frontier orbital gap (alpha / beta): 0.1758 / 0.2610 hartree
Total charge: -1
E_HOMO (alpha / beta): -0.87 / -3.20 eV

Structure (XYZ):
```
18
Properties=species:S:1:pos:R:3:lowdin_spin:R:1
C -0.82294 -2.01015 0.01923 0.007
C -1.33171 -0.53483 -0.11362 0.075
C -1.97141 -0.23559 -1.26898 0.079
C -0.62941 1.58720 0.54122 0.509
N -0.95043 0.32871 0.90663 0.188
H -1.19601 -2.66264 -0.78049 0.003
H 0.24802 -2.04247 -0.06459 0.001
H -1.07828 -2.42875 0.99892 0.002
H -2.53792 0.68717 -1.35316 0.011
H -2.21051 -1.05666 -1.93303 0.010
H 0.23559 2.02075 1.05129 0.041
H -1.09611 2.19248 -0.23622 0.059
H 2.05255 -0.55601 1.57628 0.000
H 0.80299 -0.06101 0.84009 0.002
O 1.76999 -0.32963 0.67461 0.005
H 2.46195 1.09661 0.09394 0.001
H 3.54804 2.00693 -0.70896 0.000
O 2.70559 1.99788 -0.24316 0.008
```



Run Q
ORCA calculation (wB97M-V/def2-TZVPD) on 3 unconnected molecules or ions with the total composition C4H11NO2.

Calculated values
Spin multiplicity: 2
Lowest unoccupied orbital energy (alpha / beta): 3.22 / 3.12 eV
Frontier orbital gap (alpha / beta): 0.1028 / 0.2014 hartree
Total charge: -1
E_HOMO (alpha / beta): 0.42 / -2.36 eV

Structure (XYZ):
```
18
Properties=species:S:1:pos:R:3:lowdin_spin:R:1
N -0.29013 -0.41845 -1.26329 0.021
C 0.34845 0.38983 -0.25232 0.143
C -0.21588 0.49766 1.00893 0.201
C 2.61340 1.36804 0.23595 0.281
C 1.63803 0.87295 -0.60017 0.164
H -1.09462 -0.86640 -0.81084 0.008
H 0.31479 -1.20946 -1.45229 0.009
H 0.24758 1.07534 1.79223 0.035
H -1.29733 0.36460 1.09341 0.027
H 3.50776 1.80509 -0.19920 0.032
H 2.54157 1.46126 1.30624 0.042
H 1.72243 0.99117 -1.67862 0.002
H 0.38391 -4.19678 -0.08202 0.004
H -0.60505 -5.34454 -0.18651 0.002
O -0.46017 -4.44101 -0.48888 0.016
H -3.50637 3.15549 0.85929 0.001
H -2.82931 2.16805 -0.10971 0.001
O -3.01908 2.32717 0.82779 0.010
```



run P comes first in stability; the runner-up is 0.655 eV higher.